Record 1
# C27H83N5O12

12 unconnected molecules or ions with the total composition C27H83N5O12 (wB97M-V/def2-TZVPD, the Open Molecules 2025 dataset).

XYZ file:
```
127
Properties=species:S:1:pos:R:3:mulliken_charge:R:1
C -4.34698 4.23304 -0.01983 -0.98
O -3.10823 3.62917 0.29376 0.12
C -2.96680 3.64413 1.67042 -1.25
C -1.77115 2.78165 2.09760 1.41
C -2.13805 1.30832 1.99445 0.56
N -1.36085 3.14496 3.47601 -0.69
H -4.29389 4.51933 -1.05129 0.24
H -4.45187 5.18282 0.51810 0.40
H -5.10984 3.45114 0.08536 0.26
H -2.94903 4.66932 2.03536 0.47
H -3.90957 3.22727 2.05629 0.43
H -0.95527 3.07879 1.43917 -0.70
H -2.34189 1.11134 0.95103 0.21
H -2.93307 1.00314 2.64292 0.61
H -1.27279 0.70731 2.28988 -1.68
H -2.17845 3.03757 4.08778 0.29
H -1.18352 4.14905 3.38374 0.30
C 1.79784 -2.66152 2.31266 -0.35
O 0.66383 -2.87890 3.16643 -0.53
C 0.28278 -1.66455 3.73590 0.09
C -0.77131 -1.79592 4.77830 0.46
C -0.98850 -0.42212 5.44016 -1.17
N -0.45395 -2.70454 5.88742 -0.75
H 2.14973 -3.67108 2.08850 0.26
H 2.52878 -2.05508 2.90024 0.31
H 1.51254 -2.05445 1.41376 -0.04
H 1.14075 -1.16628 4.27214 0.39
H 0.00727 -1.00227 2.88806 -0.30
H -1.72876 -2.16800 4.39022 0.20
H -0.03631 -0.05780 5.87216 0.40
H -1.78756 -0.58764 6.15313 0.43
H -1.27711 0.29036 4.65755 0.07
H 0.34896 -2.40602 6.44951 0.28
H -0.27165 -3.62131 5.54757 0.25
C -0.58702 5.89119 -0.68010 -0.55
O 0.72192 5.70657 -1.27197 -0.51
C 1.09316 4.38003 -1.07317 0.89
C 2.46436 4.15010 -1.67647 0.17
C 2.77360 2.67320 -1.90860 -0.36
N 3.53884 4.79035 -0.85406 -0.80
H -0.87032 6.91103 -0.79262 0.43
H -0.57096 5.74106 0.43770 0.17
H -1.33796 5.15025 -1.05419 0.15
H 1.13623 4.17520 0.02302 -0.52
H 0.27553 3.71259 -1.48495 -0.14
H 2.51868 4.62599 -2.62333 0.46
H 2.80789 2.16645 -0.95615 -0.46
H 3.77306 2.55437 -2.32647 0.33
H 1.94398 2.27968 -2.51235 0.13
H 3.62288 4.18331 -0.02735 0.18
H 3.34587 5.70008 -0.43329 0.34
C -2.01219 -2.77712 1.31056 0.16
O -3.22009 -2.05078 1.51195 -0.30
C -3.96442 -1.94994 0.34334 0.16
C -5.29387 -1.37340 0.61297 0.11
C -5.26656 -0.00231 1.22976 -1.06
N -6.08799 -2.28071 1.47252 -0.78
H -1.53728 -2.75301 2.29255 -0.03
H -1.40055 -2.23905 0.57806 -0.32
H -2.23075 -3.81395 0.99558 0.37
H -3.34853 -1.35320 -0.39865 -0.10
H -4.12851 -2.98614 -0.06483 0.17
H -5.83002 -1.28666 -0.29868 0.49
H -4.92199 -0.09396 2.29123 0.09
H -6.30257 0.36337 1.33454 0.40
H -4.66332 0.71730 0.70436 0.18
H -6.28023 -3.19882 1.06689 0.31
H -5.59035 -2.48026 2.35073 0.28
C -2.26002 -3.87617 -2.39211 -0.56
O -0.89519 -3.92121 -2.85566 -0.45
C -0.05811 -3.59789 -1.79581 -0.06
C 1.37723 -3.73473 -2.28095 1.44
C 1.62053 -5.16207 -2.70874 -1.70
N 2.35600 -3.39154 -1.30033 -0.38
H -2.54046 -4.77702 -1.80319 0.34
H -2.95577 -3.84823 -3.23796 0.43
H -2.54291 -3.00720 -1.77352 -0.06
H -0.23070 -2.55598 -1.51054 -0.45
H -0.21688 -4.25456 -0.91212 0.65
H 1.36409 -3.01393 -3.10388 -0.67
H 2.60805 -5.33614 -3.10130 0.43
H 0.93621 -5.40044 -3.53925 0.35
H 1.49768 -5.86552 -1.88496 0.37
H 2.10829 -2.46118 -0.86664 -0.23
H 2.40559 -3.99319 -0.43988 0.37
C 3.30534 -0.08886 -4.54557 -0.98
O 2.81337 -0.68671 -3.34655 0.00
H 2.43804 0.48760 -4.94881 0.27
H 4.25893 0.46558 -4.38841 0.20
H 3.45209 -0.96879 -5.18170 0.40
H 3.41700 -1.37852 -3.05849 0.16
C -2.43701 1.89866 -2.85945 -0.12
O -2.57096 0.56002 -3.16322 -0.59
H -2.19446 1.99445 -1.80696 -0.13
H -1.62354 2.42957 -3.45356 0.16
H -3.37582 2.44178 -3.06382 0.34
H -1.77200 0.10175 -2.91142 0.08
C 0.82740 0.54371 -0.08002 -0.10
O 1.61824 -0.55044 -0.60651 1.17
H 1.42231 1.35104 0.38622 0.04
H 0.18505 0.91493 -0.88606 0.16
H 0.14552 0.14445 0.67442 -0.55
H 1.98951 -0.26613 -1.43790 -0.55
C 2.13917 2.85141 3.48411 -0.51
O 1.23692 1.78772 3.46361 -0.28
H 2.13857 3.40690 4.44090 0.28
H 3.15685 2.56518 3.24497 0.19
H 1.82231 3.43688 2.63639 0.03
H 0.34042 2.20994 3.51916 0.26
C 4.81869 0.17401 0.61119 -0.24
O 5.00235 1.50893 1.14615 -0.47
H 3.79378 0.16974 0.26184 -0.18
H 5.55318 0.04094 -0.16578 0.36
H 5.00069 -0.61869 1.37406 0.30
H 5.94002 1.65970 1.22252 0.25
C -0.13497 -1.30888 -4.58525 -1.09
O 0.04199 -0.98633 -3.19958 0.89
H -1.13562 -1.71787 -4.73404 0.29
H -0.08524 -0.44855 -5.23516 0.32
H 0.61112 -2.01354 -4.95575 0.33
H 0.96724 -0.74613 -3.05239 -0.36
C 5.67619 -3.50793 -3.03235 -0.84
O 4.41109 -2.91978 -2.92117 -0.52
H 6.31106 -3.00246 -3.77638 0.26
H 6.15487 -3.38594 -2.08865 0.33
H 5.57254 -4.58171 -3.24151 0.23
H 3.77754 -3.25471 -2.25517 0.40
```

Output
structure (SMILES) = COC[C@H](C)N.COC[C@H](C)N.COC[C@H](C)N.COC[C@H](C)N.COC[C@H](C)N.CO.CO.CO.CO.CO.CO.CO
relative energy (zero: lowest compared OMol25 entry of this formula, charge and spin) = 19.96 kcal/mol
LUMO = 0.0209 Ha
M = 669.984 g mol⁻¹
2S+1 = 1
total charge = 0
Kohn-Sham gap = 0.355 Eh

Record 2
# C13H16N2O2

C13H16N2O2 in the gas phase (wB97M-V/def2-TZVPD, the Open Molecules 2025 dataset).

XYZ file:
```
33
Properties=species:S:1:pos:R:3:nbo_charge:R:1
C 1.71561 2.97699 -2.49083 -0.66
C 1.27914 1.74946 -3.20348 0.35
N 1.51834 1.48939 -4.46148 -0.47
C 0.94312 0.28417 -4.71613 -0.10
C 0.34084 -0.18986 -3.59066 -0.10
N 0.54972 0.75525 -2.62106 -0.35
C 0.14491 0.65776 -1.24965 -0.23
C 1.19486 -0.09322 -0.39972 0.08
O 1.34124 -1.42130 -0.81457 -0.70
C 0.81018 -0.02860 1.08613 -0.09
O -0.44755 -0.65883 1.20779 -0.52
C -1.01572 -0.76591 2.44741 0.30
C -0.45042 -0.29018 3.62302 -0.27
C -1.12342 -0.45722 4.82303 -0.20
C -2.35078 -1.09071 4.86446 -0.24
C -2.91405 -1.56427 3.68961 -0.19
C -2.25444 -1.40491 2.48880 -0.26
H 2.26377 3.59923 -3.19116 0.25
H 0.85782 3.53778 -2.11814 0.22
H 2.36361 2.73444 -1.64890 0.21
H 1.00004 -0.15716 -5.69052 0.21
H -0.20392 -1.09019 -3.39646 0.21
H -0.80361 0.11542 -1.19216 0.22
H 0.00177 1.66173 -0.84297 0.21
H 2.17735 0.36974 -0.54004 0.19
H 0.53402 -1.89595 -0.57595 0.47
H 0.76077 1.01529 1.42161 0.18
H 1.56630 -0.56300 1.67598 0.19
H 0.50640 0.20783 3.61967 0.21
H -0.67542 -0.08458 5.73227 0.21
H -2.86663 -1.21584 5.80395 0.22
H -3.87258 -2.06071 3.70941 0.22
H -2.67940 -1.76754 1.56580 0.22
```

Output
structure (SMILES) = Cc1nccn1C[C@H](O)COc1ccccc1
relative energy (zero: lowest compared OMol25 entry of this formula, charge and spin) = 35.35 kcal/mol
LUMO = 0.0225 Ha
M = 232.283 g mol⁻¹
2S+1 = 1
total charge = 0
Kohn-Sham gap = 0.328 Eh

Record 3
# C5H20N10O5

5 unconnected molecules or ions with the total composition C5H20N10O5 (wB97M-V/def2-TZVPD, the Open Molecules 2025 dataset).

XYZ file:
```
40
Properties=species:S:1:pos:R:3:nbo_charge:R:1
N -5.52592 -1.47240 3.04467 -0.84
C -4.51995 -1.05639 2.25062 0.77
N -3.73543 -2.04679 1.71957 -0.86
O -4.23278 0.09586 1.99991 -0.67
H -5.78238 -2.42735 2.86153 0.39
H -5.99433 -0.87815 3.70148 0.42
H -2.89194 -1.76210 1.26025 0.40
H -3.85693 -3.02023 1.94093 0.39
N -1.40784 1.97236 -4.52632 -0.85
C -0.84220 2.70702 -3.54782 0.78
N -0.28281 3.83259 -4.05671 -0.84
O -0.92528 2.49287 -2.33857 -0.69
H -1.04527 2.07690 -5.45532 0.39
H -2.14274 1.32256 -4.31086 0.41
H -0.41736 3.98434 -5.03630 0.39
H 0.04494 4.46482 -3.34590 0.42
N -0.59518 -0.92719 1.69470 -0.86
C -0.17141 -0.05473 0.75221 0.79
N -1.12755 0.48116 -0.02615 -0.83
O 1.02302 0.01287 0.41281 -0.76
H -1.51604 -0.85700 2.08773 0.40
H 0.08872 -1.63123 1.92249 0.43
H -0.80576 0.91050 -0.88111 0.44
H -2.08807 0.25253 0.16530 0.40
N 2.85782 -2.39661 1.75202 -0.83
C 2.56078 -1.98951 2.98842 0.75
N 2.70035 -0.67009 3.14989 -0.83
O 2.17757 -2.88633 3.74976 -0.68
H 3.33369 -1.74461 1.14591 0.37
H 3.00468 -3.36489 1.53322 0.40
H 2.86111 -0.14578 2.30602 0.40
H 2.25379 -0.20144 3.91880 0.41
N 3.10466 1.59574 -1.04356 -0.86
C 3.81355 0.78975 -1.85000 0.76
N 3.40709 -0.49380 -1.82984 -0.86
O 4.65972 1.19401 -2.64799 -0.69
H 2.34120 1.16525 -0.54810 0.42
H 3.21261 2.57630 -1.23065 0.41
H 2.67815 -0.75970 -1.18588 0.40
H 3.78370 -1.14111 -2.49717 0.40
```

Output
structure (SMILES) = NC(N)=O.NC(N)=O.NC(N)=O.NC(N)=O.NC(N)=O
relative energy (zero: lowest compared OMol25 entry of this formula, charge and spin) = 25.55 kcal/mol
LUMO = 0.0148 Ha
M = 300.280 g mol⁻¹
2S+1 = 1
total charge = 0
Kohn-Sham gap = 0.354 Eh

Record 4
# C24H16F9NO5PW

A molecular structure, C24H16F9NO5PW (wB97M-V/def2-TZVPD, the Open Molecules 2025 dataset).

XYZ file:
```
57
Properties=species:S:1:pos:R:3:nbo_charge:R:1
W -0.22442 -0.29549 0.18059 1.52
O 3.81844 -2.18332 -4.29098 -0.39
C 4.05103 -3.31695 -4.67333 1.14
O 4.31753 -4.32823 -5.07672 -0.20
C 2.93461 -1.74477 -3.20501 0.33
C 2.61032 -0.41134 -3.25364 -0.22
C 1.80080 0.05357 -2.22676 0.11
N 1.34660 -0.76061 -1.26352 -0.46
C 1.69616 -2.05106 -1.27464 0.15
C 2.51996 -2.61617 -2.22977 -0.24
C 1.09599 -2.86635 -0.15893 0.75
O 1.45929 -3.95982 0.11180 -0.43
O 0.12924 -2.17635 0.48573 -0.69
H 2.96288 0.24612 -4.03734 0.30
H 1.50695 1.09365 -2.18087 0.26
H 2.76932 -3.66992 -2.15726 0.30
C -0.71536 -0.63389 4.16042 -0.94
P -0.42260 0.09259 2.55052 1.12
C 1.34783 0.28168 2.13339 -0.44
C 2.13172 -0.89863 2.21202 -0.18
C 3.50777 -0.83067 2.11409 -0.21
C 4.12903 0.40402 1.94464 -0.09
C 3.38042 1.57751 1.88385 -0.21
C 2.00522 1.52513 1.99056 -0.14
C -1.16774 1.68173 2.23767 -0.41
C -0.86475 2.17263 0.95388 -0.19
C -1.55042 3.25192 0.42645 -0.17
C -2.53229 3.86371 1.20147 -0.15
C -2.83248 3.38701 2.47022 -0.14
C -2.16800 2.27859 2.98889 -0.16
H -0.25006 -0.00968 4.92466 0.29
H -0.29805 -1.64002 4.19271 0.29
H -1.79217 -0.69694 4.32508 0.30
H 1.66055 -1.85615 2.40063 0.25
H 4.09953 -1.73110 2.21333 0.26
H 5.20920 0.45678 1.89156 0.26
H 3.87641 2.53434 1.79144 0.26
H 1.43676 2.44577 1.99759 0.25
H 0.03246 1.83898 0.36891 0.18
H -1.31355 3.63352 -0.55773 0.25
H -3.06183 4.72192 0.81012 0.26
H -3.59768 3.87326 3.06026 0.26
H -2.43740 1.89392 3.96419 0.25
F -4.02643 0.55095 -3.46281 -0.26
C -2.81044 0.59744 -2.96325 0.98
F -2.46799 1.85940 -2.71023 -0.30
F -1.93564 0.11023 -3.84909 -0.30
C -2.73223 -0.23475 -1.65115 0.00
O -1.52143 0.11057 -1.02226 -0.63
C -3.89723 0.12163 -0.66866 0.98
F -4.13268 1.42739 -0.69077 -0.29
F -3.52455 -0.20496 0.58010 -0.31
F -4.98734 -0.54150 -0.98984 -0.26
C -2.68432 -1.76923 -1.94057 0.98
F -1.45124 -2.08765 -2.39286 -0.33
F -2.86027 -2.44483 -0.80903 -0.29
F -3.57541 -2.12554 -2.82973 -0.26
```

Output
relative energy (zero: lowest compared OMol25 entry of this formula, charge and spin) = 0.00 kcal/mol
LUMO (spin up / spin down) = -0.3864 / -0.3859 Ha
M = 784.190 g mol⁻¹
2S+1 = 1
total charge = +3
Kohn-Sham gap (spin up / spin down) = 0.258 / 0.258 Eh

| no. | electronic energy (eV) |
| --- | --- |
| 1 | -61360.0409 |
| 2 | -20815.6301 |
| 3 | -30652.5526 |
| 4 | -72418.3735 |